[1]
19
Properties=species:S:1:pos:R:3 method="wB97M-V/def2-TZVPD" de_lowest_ev=7.475 homo_ev=-9.17 multiplicity=1 lumo_ev=-0.321 charge=0
O 4.03 -0.38 1.02
O 3.63 1.04 -0.51
O -0.32 0.99 -1.26
N 2.11 -0.39 0.01
N 3.36 0.10 0.16
C 0.05 1.76 -0.21
C -0.56 -0.35 1.27
C -0.75 -1.37 0.17
C 0.15 -1.72 -0.78
C -0.18 0.93 1.13
C 1.54 -1.16 -0.80
H 2.14 -1.22 -1.81
H 0.08 1.49 1.99
H -1.64 -1.96 0.28
H -0.63 -0.81 2.21
H -1.24 1.04 -1.41
H 1.21 1.91 -0.20
H -0.20 -2.35 -1.57
H -0.29 2.75 -0.15



[2]
37
Properties=species:S:1:pos:R:3 method="wB97M-V/def2-TZVPD" de_lowest_ev=3.903 homo_ev=-9.74 multiplicity=1 lumo_ev=-3.408 charge=+1
N -2.46 0.41 -1.15
N 1.17 2.58 -0.35
N -1.66 0.95 0.91
C -2.86 0.19 1.23
C -0.03 -1.25 1.11
C -0.46 -0.92 -0.29
C 2.39 0.69 -1.08
C 1.69 1.41 -0.06
C -1.18 0.51 -0.39
C 2.45 -1.30 0.36
C 0.57 -1.16 -1.46
C 1.58 0.89 1.26
C 2.01 -0.85 -1.08
C -3.42 -0.27 -0.27
C 1.45 -0.69 1.34
H 0.68 1.28 1.91
H 2.17 1.12 -2.12
H -3.14 -1.26 -0.38
H 2.41 0.99 1.88
H 2.62 -1.41 -1.83
H -2.64 -0.72 1.89
H 0.25 -0.55 -2.39
H 0.49 -2.23 -1.50
H 3.44 -0.84 0.59
H 1.34 2.86 -1.37
H -2.86 1.42 -1.42
H -4.47 -0.11 -0.50
H 1.83 -1.02 2.37
H 0.80 3.21 0.25
H 2.39 -2.37 0.41
H -1.89 1.94 1.00
H -1.30 -1.74 -0.58
H 3.55 0.75 -0.80
H -2.32 -0.05 -1.99
H -3.77 0.74 1.75
H -0.71 -0.82 1.74
H -0.11 -2.35 0.99



[3]
20
Properties=species:S:1:pos:R:3 method="wB97M-V/def2-TZVPD" de_lowest_ev=3.948 homo_ev=-2.07 multiplicity=1 smiles=[O-]CCNCCCO lumo_ev=3.488 charge=-1
O 2.59 2.52 -0.14
O -0.79 -2.13 2.06
N -0.91 -0.58 -0.73
C -2.00 -1.00 0.13
C 1.10 0.85 -1.14
C 1.45 2.32 -1.01
C -1.60 -2.31 1.06
C 0.03 0.33 -0.15
H 0.66 2.95 -0.61
H 0.62 -0.09 0.71
H -1.14 -2.95 0.28
H -2.69 -2.60 1.33
H -0.48 1.07 0.48
H 2.69 1.81 0.51
H 1.80 2.73 -1.96
H -2.83 -1.40 -0.46
H -2.36 -0.22 0.80
H 1.97 0.22 -0.95
H -0.43 -1.31 -1.24
H 0.78 0.64 -2.16



[4]
6
Properties=species:S:1:pos:R:3 method="wB97M-V/def2-TZVPD" de_lowest_ev=3.251 homo_ev="-10.05 / -8.70" multiplicity=1 lumo_ev="-0.531 / -2.395" charge=0
I -3.53 -0.18 -0.95
S 0.85 0.77 -0.32
F -1.72 -2.07 -2.40
C -1.91 -1.47 -1.21
H -0.09 0.49 0.58
H -1.69 -2.02 -0.32



[5]
78
Properties=species:S:1:pos:R:3 method="wB97M-V/def2-TZVPD" de_lowest_ev=0.000 homo_ev="-4.58 / -4.96" multiplicity=6 lumo_ev="2.562 / 2.562" charge=-1
Sb 3.15 -0.61 -1.26
Br -3.71 5.91 -2.80
Mn -1.03 0.30 0.11
Si -2.15 -0.54 3.53
Si 0.37 2.19 3.58
Si 1.41 -1.45 3.15
Si -0.15 0.18 2.53
O -2.16 -1.53 -0.48
O -0.24 -1.12 -1.37
O -1.31 -2.93 -1.91
N -1.24 -1.90 -1.28
C 5.22 -1.00 -1.86
C 3.24 0.65 -4.13
C -2.45 -2.38 3.20
C -2.92 1.98 -1.71
C 2.10 2.27 -0.94
C -2.28 -0.28 5.40
C -3.64 0.39 2.83
C 6.16 0.19 -1.98
C -1.08 3.40 3.45
C 1.17 -3.01 2.11
C 0.83 2.04 5.42
C -2.97 4.35 -1.98
C 3.38 1.47 -0.72
C 3.18 -0.86 2.85
C -1.42 3.33 -0.48
C -1.94 4.48 -1.07
C -3.47 3.10 -2.32
C -1.88 2.04 -0.78
C 1.31 -1.94 4.97
C 2.37 -0.22 -3.23
C 1.89 2.99 2.78
H 3.39 0.09 3.34
H -2.50 -2.58 2.13
H 2.76 0.82 -5.10
H 0.18 -3.44 2.23
H 1.21 1.78 -0.53
H 3.89 -1.60 3.22
H -3.22 -0.73 5.76
H 0.00 1.68 6.03
H -2.31 0.78 5.65
H -3.71 0.36 1.74
H -1.76 3.15 2.63
H 2.16 3.25 -0.46
H 1.89 2.88 1.69
H 7.16 -0.13 -2.29
H 2.81 2.54 3.16
H -3.41 -2.66 3.65
H -4.28 3.02 -3.03
H 4.21 0.20 -4.33
H -0.62 3.47 0.24
H -3.33 1.01 -1.99
H -1.56 5.46 -0.81
H 1.31 -2.78 1.05
H 1.68 1.38 5.56
H -1.67 3.39 4.38
H 3.68 1.50 0.33
H -4.57 -0.05 3.22
H 1.90 2.43 -2.00
H -1.46 -0.74 5.95
H -0.73 4.42 3.29
H 0.32 -2.33 5.23
H 1.91 -3.76 2.40
H 5.15 -1.53 -2.81
H -1.68 -3.01 3.63
H 3.42 1.63 -3.68
H 1.11 3.03 5.79
H 1.93 4.06 3.01
H 6.26 0.72 -1.03
H 5.61 -1.72 -1.14
H 2.17 -1.19 -3.68
H -3.62 1.44 3.12
H 4.20 1.91 -1.30
H 1.39 0.24 -3.07
H 3.36 -0.73 1.78
H 5.81 0.92 -2.71
H 2.04 -2.73 5.18
H 1.52 -1.10 5.63



[6]
56
Properties=species:S:1:pos:R:3 method="wB97M-V/def2-TZVPD" homo_ev=-8.71 multiplicity=1 smiles="CN(CCNC(=O)c1ccc(CS(=O)(=O)c2c(Cl)cccc2Cl)o1)CCc1ccccc1" lumo_ev=0.163 charge=0
Cl 5.17 0.66 -0.38
Cl 1.09 -2.89 -0.18
S 4.10 -2.15 -1.24
O 3.47 -3.41 -1.42
O -1.58 0.15 -3.67
O 5.44 -2.16 -0.71
O 1.79 -0.50 -2.74
N -2.48 -0.37 0.37
N -0.51 0.63 -1.73
C -2.80 0.50 -0.75
C -1.74 2.61 2.49
C 0.60 -0.68 -3.37
C -3.60 0.94 2.18
C 3.08 -1.05 -0.21
C -1.60 1.38 -1.15
C -2.21 -1.73 -0.07
C 1.79 -1.37 0.21
C 4.09 -1.28 -2.87
C -3.50 -0.38 1.41
C 1.03 -0.46 0.93
C 2.11 -1.97 -4.39
C 2.70 -1.28 -3.37
C -1.67 0.58 3.75
C 1.56 0.78 1.26
C -0.60 0.06 -2.95
C -0.58 3.04 3.10
C 3.59 0.20 0.12
C 0.04 2.24 4.05
C 0.75 -1.57 -4.40
C 2.85 1.11 0.86
C -2.31 1.38 2.81
C -0.51 1.01 4.37
H -3.23 -1.17 2.12
H 3.27 2.07 1.11
H -4.50 -0.63 1.01
H 4.48 -0.28 -2.70
H -1.22 1.90 -0.28
H 4.75 -1.85 -3.52
H -4.35 0.81 2.96
H 0.29 0.42 -1.15
H 2.59 -2.66 -5.06
H -1.95 2.09 -1.90
H -0.17 4.00 2.85
H -0.03 0.38 5.11
H -2.23 3.24 1.76
H 0.97 1.48 1.82
H 0.94 2.58 4.54
H 0.02 -0.71 1.23
H -2.10 -0.37 4.03
H -3.62 1.17 -0.48
H -3.10 -2.22 -0.48
H -1.45 -1.70 -0.85
H -3.96 1.74 1.52
H -1.83 -2.32 0.76
H -0.02 -1.90 -5.07
H -3.12 -0.07 -1.63



[7]
27
Properties=species:S:1:pos:R:3 method="wB97M-V/def2-TZVPD" de_lowest_ev=1.070 homo_ev=-11.49 multiplicity=1 smiles=N[C@H]1c2cccc3cccc(c23)[C@@H]1[NH3+] lumo_ev=-3.733 charge=+1
N -1.98 -1.26 -2.00
N -1.13 1.76 -2.13
C 0.59 0.91 -0.46
C 1.25 -0.12 1.70
C -0.40 0.65 -1.49
C 2.52 1.71 0.74
C -1.41 -0.31 -0.90
C -0.73 -0.86 0.33
C 1.68 1.75 -0.44
C 0.84 -1.11 2.59
C 0.39 -0.01 0.57
C -0.21 -1.98 2.37
C 2.37 0.76 1.76
C -0.94 -1.87 1.20
H -1.57 -2.59 0.98
H -2.96 -1.55 -1.60
H -0.46 2.45 -2.37
H -2.19 0.36 -0.62
H 0.32 0.37 -2.32
H -2.36 -0.76 -2.87
H -1.77 2.10 -1.42
H -1.20 -1.91 -2.24
H 3.39 2.51 0.85
H 1.40 -1.41 3.51
H 2.01 2.38 -1.37
H -0.54 -2.70 3.05
H 3.07 0.72 2.57



[8]
10
Properties=species:S:1:pos:R:3 method="wB97M-V/def2-TZVPD" de_lowest_ev=3.691 homo_ev="-9.16 / -9.16" multiplicity=1 lumo_ev="-3.633 / -3.631" charge=0
I -3.41 -1.18 0.52
F -0.98 1.27 1.85
F -0.89 1.45 -0.42
O 1.18 0.20 0.53
O -1.29 -0.50 0.63
C -0.88 0.67 0.65
C 1.54 -0.34 -0.64
H 0.94 0.14 -1.59
H 2.57 -0.28 -0.80
H 1.20 -1.41 -0.74



[9]
7
Properties=species:S:1:pos:R:3 method="wB97M-V/def2-TZVPD" de_lowest_ev=0.490 homo_ev=-9.38 multiplicity=1 smiles="[H]/N=C/C(=S)Cl" lumo_ev=-0.847 charge=0
Cl 2.96 -1.01 -1.17
S 2.53 -1.69 1.72
N 0.43 0.80 0.50
C 2.10 -0.96 0.33
C 0.78 -0.33 0.14
H -0.55 1.22 0.53
H 0.21 -0.99 -0.42



[10]
115
Properties=species:S:1:pos:R:3 method="wB97M-V/def2-TZVPD" de_lowest_ev=0.675 homo_ev="-0.83 / -1.12" multiplicity=3 lumo_ev="3.382 / 3.382" charge=-2
Sb -2.62 -3.67 2.68
V -0.54 -0.94 3.03
S -1.42 -1.96 1.30
S -1.44 -5.61 2.39
S -1.49 -2.49 4.49
P -1.84 -0.87 -2.37
P 1.39 0.36 0.87
O 0.65 0.49 -2.31
O 2.39 0.10 5.66
O -4.06 0.72 3.10
N 1.08 -2.01 3.13
N 0.34 -0.13 4.57
N -1.80 0.49 3.44
N -1.49 1.66 0.84
C -2.67 1.60 1.44
C -1.32 2.52 -0.15
C 2.01 1.46 2.24
C -3.55 -4.34 -3.89
C 4.04 -3.30 -0.11
C -2.83 1.29 5.56
C 1.78 1.20 -1.97
C 0.40 0.96 -5.96
C -4.52 -0.67 -1.73
C 0.90 1.09 -4.67
C -2.31 3.35 -0.64
C 3.52 2.46 3.84
C -1.49 -0.26 -5.19
C 3.30 1.64 2.74
C -2.90 0.83 2.71
C 2.18 1.27 -0.59
C 2.47 3.14 4.45
C 2.02 3.27 -4.96
C 0.19 0.49 -3.62
C 2.08 -1.95 -0.35
C -3.84 0.89 -3.42
C 1.19 3.00 3.93
C 2.82 -3.05 -0.72
C -3.72 2.45 1.05
C 2.52 1.89 -2.95
C -5.14 1.37 -3.48
C 0.97 2.16 2.85
C 4.00 2.73 -1.26
C -2.61 1.63 6.88
C -6.13 0.83 -2.68
C 1.28 -3.22 2.57
C -1.05 -0.16 -3.88
C -1.36 1.48 7.45
C 3.33 1.12 -5.16
C -0.76 0.29 -6.23
C -2.16 -2.54 -3.09
C 2.55 -1.06 0.62
C 3.29 2.06 -0.29
C -3.54 3.32 -0.01
C -3.52 -0.16 -2.56
C 2.00 -1.62 4.04
C 4.49 -2.46 0.89
C 2.18 1.84 -4.42
C 2.34 -4.04 2.89
C -3.41 -3.04 -3.44
C -2.45 -5.17 -4.01
C 3.12 -2.37 4.38
C 3.75 -1.34 1.26
C 1.62 -0.42 4.85
C -0.31 0.94 6.72
C 3.30 -3.61 3.80
C -1.05 -3.38 -3.22
C 3.62 2.63 -2.57
C -1.20 -4.68 -3.67
C -1.80 0.76 4.80
C -5.82 -0.19 -1.79
C -0.52 0.55 5.40
H -2.42 -0.78 -5.40
H 0.67 0.80 7.15
H 0.35 3.51 4.39
H -4.34 3.98 -0.33
H -0.32 2.58 -0.56
H 4.10 -0.72 2.07
H 0.54 -3.55 1.85
H 2.95 3.83 -4.87
H 1.72 3.26 -6.01
H 0.95 1.40 -6.79
H 4.52 2.56 4.23
H 2.65 3.75 5.32
H 3.79 -1.96 5.11
H -4.54 -4.71 -4.15
H 3.10 1.04 -6.22
H -6.57 -0.60 -1.13
H 4.15 1.15 2.31
H -5.37 2.17 -4.17
H -0.33 -5.33 -3.75
H -4.29 -2.41 -3.36
H 2.44 -3.74 -1.47
H -3.43 2.04 7.47
H 4.26 1.67 -5.04
H 4.20 3.15 -3.33
H -7.14 1.22 -2.73
H 3.60 2.17 0.74
H 3.46 0.12 -4.75
H -2.10 4.02 -1.47
H 5.41 -2.67 1.41
H 4.86 3.33 -0.99
H 2.39 -5.02 2.43
H -0.07 -3.01 -2.95
H -3.81 1.42 5.12
H -2.57 -6.19 -4.34
H 4.62 -4.17 -0.38
H -1.11 0.20 -7.25
H -3.08 1.33 -4.05
H -0.03 2.04 2.47
H -4.64 2.40 1.60
H 4.14 -4.23 4.06
H 1.11 -1.76 -0.79
H -4.27 -1.46 -1.03
H 1.25 3.79 -4.39
H -1.19 1.76 8.49



[11]
74
Properties=species:S:1:pos:R:3 method="wB97M-V/def2-TZVPD" homo_ev="-4.16 / -4.28" multiplicity=1 lumo_ev="0.543 / 0.650" charge=-1
Sb 1.20 -0.72 5.30
Ru 0.90 -0.75 1.93
S 2.65 -0.42 3.42
S -0.19 -1.81 3.77
S 2.16 -2.35 6.70
S -2.78 -0.32 1.82
Si 3.45 -0.70 -0.13
Si 0.82 -2.22 -0.57
Si 1.08 0.69 -1.50
O -3.28 0.27 3.04
O -2.86 -1.74 1.61
O 0.88 -2.81 1.02
N -1.26 0.10 1.52
N 0.58 1.23 1.94
C -4.55 1.53 0.80
C -3.75 -0.12 -0.76
C -0.61 3.67 2.29
C -5.32 1.57 -1.49
C 2.05 2.31 -1.42
C 1.38 0.06 -3.27
C 4.31 -0.84 -1.83
C -0.97 -2.24 -1.10
C -3.76 0.42 0.52
C 1.34 2.30 2.19
C -4.52 0.46 -1.75
C -1.39 2.57 2.04
C 4.10 -2.22 0.79
C -5.32 2.09 -0.21
C 1.74 -3.39 -1.72
C -6.18 2.16 -2.57
C 0.78 3.55 2.35
C 4.31 0.79 0.63
C 0.31 -4.02 1.49
C 1.58 -0.59 -0.24
C -0.76 1.33 1.84
C -0.74 1.22 -1.51
H 0.85 -0.87 -3.47
H 2.73 -3.66 -1.35
H 0.58 -4.13 2.54
H -7.18 1.71 -2.57
H -1.07 4.63 2.44
H 5.37 0.70 0.40
H -1.17 -1.50 -1.88
H 3.96 -1.69 -2.41
H -2.47 2.64 2.00
H 1.96 2.82 -0.46
H 5.38 -0.95 -1.66
H 1.87 -2.91 -2.69
H 0.99 0.80 -3.97
H 3.96 1.74 0.21
H 3.11 2.18 -1.64
H -1.61 -2.03 -0.24
H -4.58 1.92 1.81
H -0.84 2.26 -1.21
H 0.72 -4.86 0.92
H -3.15 -0.99 -0.97
H 4.21 -3.05 0.10
H 3.48 -2.54 1.63
H -1.14 1.13 -2.52
H 5.09 -1.98 1.18
H -4.51 0.03 -2.75
H 1.63 2.96 -2.19
H 2.43 -0.10 -3.50
H -0.77 -4.00 1.41
H -1.35 0.62 -0.85
H 4.17 0.06 -2.43
H 2.40 2.13 2.27
H -6.31 3.24 -2.42
H 1.18 -4.32 -1.88
H 4.22 0.83 1.72
H -5.75 2.01 -3.56
H -1.23 -3.23 -1.50
H 1.42 4.40 2.54
H -5.95 2.95 0.02



[12]
19
Properties=species:S:1:pos:R:3 method="wB97M-V/def2-TZVPD" de_lowest_ev=3.689 homo_ev="-7.11 / -7.11" multiplicity=1 lumo_ev="0.243 / 0.242" charge=0
S -2.02 0.16 -0.93
O -6.84 -0.83 -0.29
O -6.53 0.50 1.54
N 0.59 2.40 0.38
C -6.68 -0.17 0.63
C 1.59 2.97 0.16
C -0.70 -1.23 1.03
C -0.09 1.04 0.99
C 0.70 -0.42 -0.90
C -0.39 -0.06 0.09
H 0.81 0.33 -1.67
H -0.91 1.44 1.57
H -1.57 1.20 -1.64
H 1.65 -0.52 -0.37
H -1.36 -0.91 1.83
H -1.19 -2.03 0.48
H 2.28 3.67 -0.20
H 0.47 -1.37 -1.38
H 0.23 -1.60 1.46